# C9H24AlFN3O4P

C9H24AlFN3O4P as an isolated structure (ωB97M-V with the def2-TZVPD basis set, the OMol25 dataset).

Each line ends with the Mulliken spin population.
Cartesian coordinates (Å):
1 Al -1.313 -1.546 3.488  0.040
2 F -2.342 -2.960 1.101  0.950
3 O 0.484 -0.473 1.121  0.006
4 P 1.289 -0.425 -0.121  0.001
5 N 1.557 -2.033 -0.706  0.001
6 C 0.425 -2.816 -1.219  0.001
7 C 2.572 -2.872 -0.095  0.000
8 N 2.874 0.247 0.051  0.000
9 C 3.127 1.349 1.016  0.000
10 C 3.847 0.187 -0.988  0.000
11 N 0.597 0.427 -1.447  0.000
12 C 1.393 0.504 -2.752  0.000
13 C -0.167 1.638 -1.105  0.000
14 H -0.273 -3.099 -0.431  -0.002
15 H 0.718 -3.737 -1.722  0.000
16 H -0.030 -2.213 -2.005  0.000
17 H 3.132 -3.303 -0.925  0.000
18 H 2.118 -3.654 0.513  0.000
19 H 3.263 -2.352 0.569  0.000
20 H 2.540 1.221 1.926  0.000
21 H 4.202 1.356 1.198  0.000
22 H 2.841 2.322 0.616  0.000
23 H 3.612 -0.609 -1.694  0.000
24 H 3.775 1.178 -1.437  0.000
25 H 4.837 -0.045 -0.594  0.000
26 H 2.003 1.399 -2.868  0.000
27 H 2.008 -0.381 -2.914  0.000
28 H 0.664 0.374 -3.552  0.000
29 H 0.506 2.417 -0.747  0.000
30 H -0.889 1.434 -0.315  0.000
31 H -0.696 2.015 -1.980  0.000
32 C -4.392 2.706 3.404  0.000
33 O -4.609 2.254 2.046  0.000
34 C -4.000 1.150 1.603  0.000
35 O -3.367 0.303 2.253  0.004
36 O -4.194 1.098 0.261  0.000
37 C -3.900 -0.131 -0.501  -0.003
38 H -5.237 3.312 3.730  0.000
39 H -3.492 3.320 3.435  0.000
40 H -4.117 1.870 4.047  0.000
41 H -2.843 -0.200 -0.756  0.001
42 H -4.424 -0.127 -1.456  0.000
43 H -4.098 -1.103 -0.049  0.000

The value obtained for the HOMO energy (spin up / spin down) is -0.4016 / -0.4016 hartree. The spin multiplicity is 2. As for the expectation value of S²: 0.754. Its charge is +1. Its HOMO-LUMO gap (spin up / spin down) is 0.24222 / 0.09928 Eh. The LUMO energy (spin up / spin down) comes out at -4.34 / -8.23 eV.

=====

# C9H24BeCaF3NO11PS

C9H24BeCaF3NO11PS as an isolated structure (ωB97M-V with the def2-TZVPD basis set, the OMol25 dataset).

Each line ends with the Mulliken charge.
Cartesian coordinates (Å):
1 C -2.567 -1.311 -1.077  -1.028
2 C -1.409 -0.376 -1.530  -0.512
3 N -0.088 -0.579 -0.918  -0.112
4 P -0.046 -1.120 0.721  0.615
5 C -0.996 0.317 1.422  -0.191
6 C -0.102 0.957 2.590  -0.799
7 O -0.260 2.380 2.541  -0.458
8 C 0.988 2.992 2.169  -0.457
9 C 1.370 2.824 0.669  -0.580
10 C 0.149 -1.838 2.549  -1.076
11 O 0.265 -3.316 2.370  -0.137
12 O -0.486 -3.960 3.333  -0.427
13 H -3.391 -1.200 -1.816  0.450
14 H -2.209 -2.365 -1.107  0.201
15 H -2.994 -1.058 -0.088  0.156
16 H -1.294 -0.493 -2.629  0.520
17 H -1.738 0.679 -1.371  0.213
18 H 0.586 -1.045 -1.528  0.214
19 H 1.378 -0.971 0.682  0.016
20 H -0.537 -2.429 0.377  0.055
21 H -1.924 -0.062 1.930  0.100
22 H -1.186 1.155 0.730  0.494
23 H 0.985 0.783 2.414  0.520
24 H -0.436 0.641 3.600  0.189
25 H 1.829 2.686 2.836  0.284
26 H 0.870 4.084 2.343  0.358
27 H 2.437 3.132 0.584  0.464
28 H 1.281 1.785 0.291  -0.028
29 H 0.800 3.518 0.019  0.241
30 H 1.104 -1.548 3.036  0.481
31 H -0.779 -1.671 3.223  0.220
32 H -0.101 -4.859 3.384  0.316
33 C 2.719 -1.366 -3.872  0.854
34 O 1.855 -1.809 -3.064  -0.715
35 O 2.453 -1.700 -5.162  -0.446
36 O 3.730 -0.698 -3.646  -0.467
37 H 1.634 -2.190 -4.958  0.302
38 O -4.596 -1.851 1.340  -0.522
39 H -4.741 -2.768 1.606  0.303
40 H -5.434 -1.424 1.577  0.301
41 Ca -2.418 -3.091 2.880  1.628
42 C 1.559 3.202 -5.147  0.503
43 F 1.153 3.027 -6.413  -0.218
44 F 2.825 2.769 -5.080  -0.214
45 F 1.589 4.526 -4.927  -0.216
46 S 0.465 2.329 -3.945  1.216
47 O 0.535 0.921 -4.306  -0.534
48 O -0.850 2.903 -4.139  -0.642
49 O 1.029 2.609 -2.638  -0.542
50 O 1.762 -0.465 5.752  -0.785
51 H 1.315 -0.954 5.059  0.440
52 Be 1.916 -1.700 7.336  0.452

The value obtained for the HOMO energy is -0.3354 hartree. The spin multiplicity is 1. Its charge is +1. Its HOMO-LUMO gap is 0.04723 Eh. The LUMO energy comes out at -7.84 eV.

=====

# C9H24Br2N5ReSi2

C9H24Br2N5ReSi2 as an isolated structure (ωB97M-V with the def2-TZVPD basis set, the OMol25 dataset).

Each line ends with the Mulliken spin population.
Cartesian coordinates (Å):
1 Re -4.444 14.011 6.063  3.179
2 Br -5.403 15.279 3.583  0.032
3 C -4.756 17.039 4.285  0.003
4 Br -3.763 16.901 5.941  0.077
5 H -5.637 17.620 4.535  -0.001
6 H -4.124 17.425 3.474  0.002
7 N -8.002 15.532 9.602  0.021
8 N -7.083 14.745 9.069  0.025
9 N -6.819 13.526 9.585  0.001
10 C -5.953 13.032 8.724  0.024
11 N -5.702 13.905 7.737  -0.005
12 N -6.439 15.002 7.963  -0.022
13 H -8.260 15.205 10.551  0.000
14 H -8.005 16.534 9.410  0.000
15 H -5.524 12.056 8.794  -0.004
16 C -2.336 8.895 5.145  0.000
17 Si -3.498 9.996 4.307  0.004
18 C -5.225 9.930 4.737  0.002
19 C -2.889 11.094 3.025  -0.006
20 C -3.260 12.605 6.222  -0.388
21 Si -1.397 13.515 6.877  -0.018
22 C -1.767 14.554 8.362  0.021
23 C -0.537 14.393 5.537  0.014
24 C -0.713 11.915 7.384  0.005
25 H -2.322 8.027 4.471  0.000
26 H -2.643 8.511 6.119  0.000
27 H -1.319 9.272 5.156  0.000
28 H -5.621 9.134 4.096  0.001
29 H -5.787 10.832 4.515  0.002
30 H -5.399 9.538 5.733  0.001
31 H -3.371 10.821 2.096  -0.001
32 H -1.809 11.068 2.909  0.001
33 H -3.224 12.116 3.251  0.007
34 H -3.077 11.535 6.530  0.022
35 H -2.073 15.568 8.156  -0.003
36 H -0.789 14.611 8.851  0.004
37 H -2.441 14.091 9.072  0.002
38 H -0.918 15.404 5.457  0.002
39 H -0.596 13.878 4.586  0.001
40 H 0.495 14.437 5.879  0.001
41 H -1.246 11.548 8.277  0.000
42 H 0.302 12.101 7.721  -0.002
43 H -0.636 11.136 6.624  -0.002

The value obtained for the HOMO energy (spin up / spin down) is -0.6697 / -0.6913 hartree. The spin multiplicity is 4. As for the expectation value of S²: 3.854. Its charge is +3. Its HOMO-LUMO gap (spin up / spin down) is 0.26501 / 0.28236 Eh. The LUMO energy (spin up / spin down) comes out at -11.01 / -11.13 eV.

=====

# C9H24Br4N6OP

A 3-piece molecular cluster, C9H24Br4N6OP overall (ωB97M-V with the def2-TZVPD basis set, the OMol25 dataset).

Each line ends with the Mulliken charge.
Cartesian coordinates (Å):
1 C 1.043 3.051 0.970  -0.884
2 N 1.055 2.248 -0.248  -0.117
3 C 2.293 1.648 -0.631  -0.758
4 N 2.307 0.145 -0.446  0.104
5 C 3.653 -0.424 -0.294  -0.702
6 C 3.892 -0.544 1.225  -0.509
7 N 2.528 -0.456 1.794  -0.362
8 C 1.670 -0.237 0.723  -0.105
9 N 0.390 -0.425 0.798  0.507
10 N -0.215 -0.761 2.032  -0.589
11 P -0.674 -0.251 -0.722  0.270
12 N -1.906 0.593 0.090  -0.381
13 O -1.394 -1.693 -0.658  -0.419
14 H 0.180 3.712 0.958  0.389
15 H 1.942 3.664 1.083  0.328
16 H 0.941 2.420 1.859  0.195
17 H 0.631 2.733 -1.024  0.329
18 H 2.491 1.818 -1.687  0.368
19 H 3.131 2.059 -0.052  0.376
20 H 3.637 -1.427 -0.718  0.377
21 H 4.384 0.167 -0.841  0.439
22 H 4.551 0.198 1.671  0.351
23 H 4.303 -1.526 1.438  0.285
24 H 2.417 0.293 2.470  0.317
25 H 0.232 -1.608 2.377  0.284
26 H -0.026 -0.013 2.692  0.239
27 H -1.623 1.544 0.304  0.189
28 H -2.727 0.644 -0.507  0.277
29 H -0.997 -2.306 -1.301  0.149
30 Br -2.366 2.111 3.431  -0.159
31 C -3.739 0.826 2.919  -0.414
32 C -5.093 1.475 2.793  -0.609
33 Br -5.851 1.932 4.517  -0.135
34 H -3.728 0.059 3.687  0.413
35 H -3.410 0.401 1.973  0.149
36 H -5.788 0.782 2.325  0.393
37 H -5.051 2.395 2.219  0.371
38 Br -2.182 -1.833 -4.558  -0.110
39 C -0.397 -2.456 -4.983  -0.592
40 C -0.187 -3.897 -4.597  -0.547
41 Br -0.109 -4.117 -2.662  -0.133
42 H 0.289 -1.798 -4.458  0.325
43 H -0.266 -2.338 -6.056  0.361
44 H 0.762 -4.263 -4.979  0.361
45 H -0.996 -4.541 -4.926  0.379

The value obtained for the HOMO energy is -0.4404 hartree. The spin multiplicity is 1. Its charge is +1. Its HOMO-LUMO gap is 0.34054 Eh. The LUMO energy comes out at -2.72 eV.

=====

# C9H24BrO9S3

A 4-piece molecular cluster, C9H24BrO9S3 overall (ωB97M-V with the def2-TZVPD basis set, the OMol25 dataset).

Each line ends with the Mulliken charge.
Cartesian coordinates (Å):
1 Br 1.999 -0.031 -1.165  -0.787
2 O 0.956 3.747 -5.030  -0.672
3 S 1.288 3.018 -3.851  1.143
4 O 2.362 2.098 -3.886  -0.556
5 O 1.644 4.078 -2.721  -0.283
6 C 0.885 5.290 -2.692  -0.210
7 C 0.859 5.810 -1.268  -1.176
8 C -0.124 2.249 -3.162  -0.836
9 H -0.141 5.104 -3.029  0.314
10 H 1.279 6.023 -3.397  0.295
11 H 0.776 5.004 -0.542  0.325
12 H 0.068 6.549 -1.150  0.357
13 H 1.800 6.316 -1.027  0.290
14 H -0.395 1.446 -3.842  0.361
15 H -0.902 3.009 -3.110  0.397
16 H 0.183 1.852 -2.193  0.170
17 O 3.375 0.581 4.274  -0.641
18 S 2.863 -0.609 3.702  1.211
19 O 2.997 -1.841 4.417  -0.649
20 O 1.327 -0.295 3.461  -0.347
21 C 0.515 -1.307 2.852  0.063
22 C -0.834 -1.343 3.518  -0.916
23 C 3.421 -0.783 2.040  -0.718
24 H 0.985 -2.295 2.882  0.375
25 H 0.415 -1.081 1.785  0.154
26 H -0.794 -1.791 4.513  0.349
27 H -1.529 -1.924 2.910  -0.089
28 H -1.238 -0.336 3.627  0.323
29 H 2.785 -0.133 1.438  0.098
30 H 3.346 -1.803 1.676  0.310
31 H 4.458 -0.457 2.020  0.410
32 O -3.754 -2.452 -1.562  -0.681
33 S -2.711 -1.855 -0.772  1.209
34 O -3.071 -0.821 0.147  -0.647
35 O -1.976 -3.015 0.042  -0.198
36 C -2.801 -3.798 0.925  -0.173
37 C -2.332 -5.219 0.851  -1.288
38 C -1.346 -1.371 -1.790  -0.556
39 H -3.845 -3.710 0.614  0.436
40 H -2.747 -3.381 1.932  0.137
41 H -1.260 -5.277 1.040  0.302
42 H -2.484 -5.603 -0.161  0.302
43 H -2.901 -5.861 1.521  0.393
44 H -1.523 -0.314 -1.971  0.183
45 H -1.422 -1.969 -2.690  0.348
46 H -0.458 -1.500 -1.177  0.172

The value obtained for the HOMO energy is -0.1747 hartree. The spin multiplicity is 1. Its charge is -1. Its HOMO-LUMO gap is 0.26849 Eh. The LUMO energy comes out at 2.55 eV.

=====

# C9H24CdI2O3

C9H24CdI2O3 as an isolated structure (ωB97M-V with the def2-TZVPD basis set, the OMol25 dataset).

Each line ends with the Mulliken charge.
Cartesian coordinates (Å):
1 Cd -1.141 1.142 -0.994  0.656
2 I -3.405 3.926 1.277  -0.341
3 I -1.586 1.348 -5.264  -0.344
4 C 1.215 -2.814 3.071  -1.167
5 C 1.846 -1.545 2.543  0.420
6 C 3.381 -1.529 2.758  -1.178
7 O 1.589 -1.358 1.107  -0.535
8 H 1.372 -3.701 2.458  0.281
9 H 0.130 -2.708 3.061  0.329
10 H 1.553 -2.888 4.105  0.325
11 H 1.211 -0.763 2.960  0.262
12 H 3.789 -1.881 3.706  0.334
13 H 3.832 -0.544 2.638  0.308
14 H 3.787 -2.114 1.933  0.316
15 H 2.327 -1.804 0.687  0.307
16 C 3.612 5.152 -2.721  -1.306
17 C 3.498 3.759 -2.115  0.278
18 C 4.669 3.592 -1.181  -1.195
19 O 2.346 3.651 -1.273  -0.524
20 H 4.282 5.124 -3.581  0.402
21 H 3.972 5.979 -2.109  0.310
22 H 2.675 5.470 -3.180  0.375
23 H 3.484 3.019 -2.916  0.326
24 H 4.701 2.588 -0.757  0.300
25 H 4.557 4.191 -0.277  0.354
26 H 5.558 3.949 -1.701  0.338
27 H 2.477 4.398 -0.684  0.355
28 C -5.855 -2.993 -1.566  -1.152
29 C -5.398 -2.247 -0.305  0.225
30 C -5.617 -3.025 1.074  -1.087
31 O -3.988 -1.972 -0.421  -0.474
32 H -6.856 -3.413 -1.462  0.320
33 H -5.201 -3.849 -1.734  0.368
34 H -5.912 -2.325 -2.425  0.292
35 H -5.972 -1.331 -0.162  0.280
36 H -6.682 -3.246 1.006  0.322
37 H -5.544 -2.467 2.008  0.319
38 H -5.009 -3.927 1.147  0.272
39 H -3.696 -2.841 -0.709  0.327

The value obtained for the HOMO energy is -0.2967 hartree. The spin multiplicity is 1. Its HOMO-LUMO gap is 0.11939 Eh. The LUMO energy comes out at -4.82 eV.